[1]
{"formula": "C7H10", "method": "ωB97M-V/def2-TZVPD", "species": ["C", "C", "C", "C", "C", "C", "C", "H", "H", "H", "H", "H", "H", "H", "H", "H", "H"], "coordinates": [[-1.74002, 0.58220, -0.48162], [-1.16802, -0.59769, -0.69550], [0.31201, -0.89211, -0.72235], [0.75655, -1.31965, 0.67570], [1.20999, -0.25350, 1.37956], [1.35903, 0.79970, 0.53456], [1.26515, 0.35050, -0.90548], [-2.81170, 0.66251, -0.32237], [-1.17097, 1.50648, -0.41722], [-1.79092, -1.49239, -0.70832], [0.51442, -1.69270, -1.44743], [0.77853, -2.36554, 0.97408], [1.33216, 1.85263, 0.81441], [0.88153, 1.13404, -1.56908], [2.22046, 0.00707, -1.32239], [-1.31842, 1.03666, 2.00848], [-0.71267, 0.70847, 2.29645]], "atomic_forces_ev_per_a": [[0.1, -0.1, -0.2], [-0.1, 0.1, 0.1], [0.1, 0.0, 0.0], [0.1, -0.3, 0.2], [0.1, -0.1, -0.4], [0.1, 0.3, 0.0], [-0.2, 0.0, 0.0], [0.1, 0.0, -0.1], [0.0, -0.1, 0.0], [0.0, 0.1, 0.0], [-0.1, 0.1, 0.1], [0.1, 0.1, 0.0], [0.0, -0.2, 0.0], [0.0, -0.1, 0.1], [-0.1, 0.0, 0.1], [0.0, 0.0, 0.2], [-0.2, 0.1, 0.1]], "smiles": "C=C[C@@H]1C=C=CC1.[H][H]", "e_tot_ev": -7415.4282, "lumo_energy_ha": [-0.0235, -0.0187], "orbital_gap_ha": [0.268, 0.298], "e_above_lowest_kj_mol": 541.0}

***

[2]
{"formula": "C8H32BeN16O8", "method": "ωB97M-V/def2-TZVPD", "species": ["Be", "C", "O", "N", "N", "H", "H", "H", "H", "C", "O", "N", "N", "H", "H", "H", "H", "C", "O", "N", "N", "H", "H", "H", "H", "C", "O", "N", "N", "H", "H", "H", "H", "C", "O", "N", "N", "H", "H", "H", "H", "C", "O", "N", "N", "H", "H", "H", "H", "C", "O", "N", "N", "H", "H", "H", "H", "C", "O", "N", "N", "H", "H", "H", "H"], "coordinates": [[-0.11301, 0.04151, 0.02815], [-0.26759, -2.94884, -2.26260], [-0.34133, -1.91580, -1.54746], [-0.72211, -4.13181, -1.91296], [0.28602, -3.04436, -3.42907], [-1.03697, -4.18517, -0.95477], [-0.45472, -4.96131, -2.42337], [0.68884, -2.18301, -3.76953], [0.27729, -3.85356, -4.03340], [-3.06818, 0.60839, -1.89817], [-2.43968, 0.15757, -0.90879], [-3.26969, -0.04829, -2.96713], [-3.48672, 1.76851, -2.05554], [-4.01586, 0.09450, -3.63266], [-2.68408, -0.83409, -3.21139], [-3.79071, 1.91527, -3.00746], [-3.61103, 2.39061, -1.26965], [1.26261, -2.31367, 2.33516], [0.91356, -1.31090, 1.74613], [1.06297, -2.62827, 3.55093], [1.93650, -3.24743, 1.75538], [0.71353, -1.91386, 4.17350], [1.01480, -3.63078, 3.66384], [2.23721, -4.09464, 2.21570], [2.21530, -3.10552, 0.79506], [-2.36702, -2.54887, 0.95101], [-1.73318, -1.57655, 1.26296], [-2.54974, -3.68130, 1.63120], [-3.15392, -2.69873, -0.05497], [-3.18394, -4.44357, 1.43933], [-1.97952, -3.65671, 2.46447], [-3.48007, -3.62182, -0.30319], [-3.14031, -2.01589, -0.79904], [-0.20882, 3.54125, -1.20932], [-0.33321, 2.45875, -0.74507], [-1.07864, 4.12430, -1.85699], [0.78339, 4.25305, -0.96775], [-1.98953, 3.72230, -2.02662], [-0.94862, 5.09371, -2.10885], [1.48411, 3.88874, -0.33819], [0.80964, 5.18054, -1.36673], [2.92199, 1.60437, 1.80902], [2.43725, 0.84836, 0.99339], [3.03450, 1.41709, 3.09237], [3.40379, 2.78853, 1.48407], [2.60206, 0.55928, 3.40422], [3.73436, 1.98619, 3.54670], [3.96273, 3.23104, 2.19951], [3.39361, 2.96106, 0.48896], [2.66113, 0.62533, -2.44297], [1.58188, 0.37294, -1.92285], [2.87637, 0.62121, -3.75324], [3.79111, 1.03051, -1.78934], [2.12682, 0.65064, -4.42956], [3.81618, 0.67496, -4.11925], [3.92109, 1.07299, -0.78864], [4.61013, 0.97623, -2.37787], [-1.22411, 1.56086, 2.91823], [-1.02843, 1.32642, 1.73555], [-1.83441, 0.83894, 3.76265], [-0.96271, 2.68539, 3.51966], [-2.07467, -0.13376, 3.63531], [-2.05603, 1.21294, 4.67430], [-1.18753, 2.95934, 4.46544], [-0.74469, 3.48486, 2.94225]], "atomic_forces_ev_per_a": [[-1.0, 0.3, 0.9], [-0.2, 1.4, 2.2], [0.1, -0.7, -0.6], [-1.6, -1.8, 2.4], [2.1, 2.2, -3.6], [0.0, -0.5, -0.2], [-0.2, 0.1, 0.4], [0.1, -0.3, -0.3], [-0.1, 0.3, 0.3], [4.0, -3.2, 4.4], [0.2, 0.0, -0.1], [-0.3, -5.6, -5.4], [-2.5, 7.0, 0.3], [0.1, 0.3, 0.3], [-0.1, 0.0, 0.5], [-0.4, 1.3, 0.7], [-0.2, 0.1, -0.3], [0.0, 1.6, -3.0], [-0.8, 2.6, -0.9], [-1.6, -0.2, 5.2], [2.5, -3.2, -3.7], [-0.4, -0.7, 0.2], [-0.1, 0.5, 1.3], [0.2, 0.4, -0.2], [-0.1, -0.2, 0.2], [-1.4, -1.1, 0.3], [1.7, 1.4, 0.8], [2.7, -1.4, 4.1], [-2.5, 1.2, -5.8], [0.2, 0.5, 0.2], [-0.4, -0.9, 0.3], [0.0, 0.5, -0.1], [0.0, 0.2, 0.1], [0.4, -3.2, 2.1], [-0.7, -6.1, 1.9], [-7.3, 4.2, -5.5], [7.0, 4.3, 1.5], [0.5, 0.0, 0.0], [-0.4, -0.3, -0.1], [-0.1, 0.4, -0.3], [0.8, -0.2, 0.5], [-0.4, 0.1, -1.2], [-1.0, -0.9, -1.1], [-0.3, -1.5, 2.5], [0.7, 1.9, -1.4], [0.6, 0.2, 0.7], [-0.5, -0.8, 0.8], [0.0, 0.8, -1.0], [0.7, 0.6, 0.4], [0.1, 0.6, 1.9], [-0.9, -0.2, 0.4], [0.0, -0.4, -2.5], [0.6, -0.1, 0.0], [0.1, -0.2, 0.4], [-0.4, 0.2, 0.0], [-0.5, -0.6, -0.2], [0.2, 0.3, 0.7], [0.1, 0.5, -1.7], [1.3, -0.8, -2.2], [-3.0, -5.3, 3.7], [2.2, 5.6, 0.0], [0.1, 0.2, -0.5], [0.0, -0.3, -0.3], [-0.1, -0.6, -0.3], [0.2, -0.2, 0.0]], "total_charge": 2, "e_tot_ev": -49428.1354, "lumo_energy_ha": -0.1797, "orbital_gap_ha": 0.348, "e_above_lowest_kj_mol": 812.2}

***

[3]
{"formula": "C15H29N3O7P2S2", "method": "ωB97M-V/def2-TZVPD", "species": ["C", "C", "N", "C", "C", "C", "O", "O", "C", "P", "P", "O", "O", "O", "C", "N", "S", "N", "C", "C", "S", "H", "H", "H", "H", "H", "H", "H", "H", "H", "H", "H", "H", "H", "C", "C", "C", "O", "H", "H", "H", "H", "H", "H", "H", "H", "C", "C", "C", "O", "H", "H", "H", "H", "H", "H", "H", "H"], "coordinates": [[1.82041, 5.91843, 1.81303], [0.38517, 5.99722, 0.96985], [-0.48341, 4.88051, 1.56065], [-0.15664, 3.56114, 0.86414], [0.84289, 2.39348, 1.52368], [1.59644, 2.60019, 2.96817], [1.47896, 1.46653, 3.89836], [0.25358, 1.28838, 4.31093], [1.07966, 1.02728, 0.64496], [2.18949, -0.45370, 1.11616], [4.14587, 0.03079, 0.18342], [4.02300, -0.43893, -1.34856], [5.49332, -0.74275, 0.97133], [4.31214, 1.78073, 0.32440], [0.27467, 0.90183, -0.81551], [0.35863, -0.31222, -1.71389], [-0.61738, -0.03411, -3.17585], [-1.27921, 1.58674, -2.87060], [-0.71136, 1.99921, -1.53056], [-0.88342, 3.35719, -0.62840], [-1.97759, 4.72631, -1.34996], [1.61693, 5.86381, 2.97561], [2.48153, 6.86324, 1.61387], [2.37146, 4.90441, 1.50918], [-0.06569, 7.06666, 1.15244], [0.54114, 5.84128, -0.20043], [-0.31323, 4.83399, 2.58906], [2.74083, 2.87306, 2.77194], [1.16230, 3.54840, 3.54919], [0.19254, 0.27720, 4.44725], [2.36389, -0.58574, 2.55031], [6.26702, -0.08989, 0.83262], [5.28541, 2.02217, 0.24289], [-3.16840, 4.82044, -0.60727], [-3.44296, -3.82063, -4.83962], [-1.97501, -3.64887, -5.19625], [-1.26982, -4.99162, -5.30299], [-1.33580, -2.85781, -4.19769], [-3.55501, -4.31710, -3.86917], [-3.93476, -2.84566, -4.75408], [-3.96668, -4.41194, -5.59706], [-1.88759, -3.11058, -6.14633], [-1.30488, -5.52959, -4.34895], [-0.21149, -4.85192, -5.54800], [-1.72832, -5.61806, -6.07436], [-1.40848, -3.32796, -3.35051], [-2.74124, -3.07978, 2.43602], [-1.27329, -2.90802, 2.07938], [-0.56810, -4.25077, 1.97264], [-0.63408, -2.11696, 3.07795], [-2.85329, -3.57625, 3.40647], [-3.23304, -2.10482, 2.52156], [-3.26496, -3.67109, 1.67857], [-1.18587, -2.36973, 1.12930], [-0.60316, -4.78874, 2.92668], [0.49023, -4.11107, 1.72764], [-1.02660, -4.87720, 1.20128], [-0.70676, -2.58711, 3.92513]], "atomic_forces_ev_per_a": [[-0.1, -0.2, -0.5], [1.5, 0.4, 0.7], [1.4, -1.8, -1.9], [-0.8, -1.7, -2.3], [-1.1, -2.0, -3.7], [-0.7, 1.3, -0.3], [6.3, 1.7, -3.0], [-5.2, -2.4, 1.8], [-2.1, 4.4, 0.1], [-1.0, -0.3, -0.5], [0.8, -0.2, -5.0], [0.7, 2.0, 6.0], [-0.8, 3.4, -1.3], [1.9, -2.8, 0.1], [-0.8, -1.4, -2.5], [-1.7, 4.6, 0.9], [0.9, 3.3, 4.8], [3.5, -0.9, 5.0], [1.1, -0.9, 0.8], [1.0, -1.4, 2.3], [0.6, -1.1, 0.8], [0.3, 0.2, -2.3], [-1.1, -1.9, 0.3], [-1.0, 2.4, 0.6], [0.5, -2.3, -0.3], [-0.4, 0.2, 2.8], [-0.1, -0.2, -1.3], [-2.4, -1.3, 0.6], [0.7, -2.0, -1.5], [0.0, 2.2, -0.6], [0.1, 1.1, -0.8], [-1.5, -1.7, 0.4], [-1.7, -0.3, 0.0], [1.5, -0.6, -0.2], [-0.3, 0.2, -0.1], [-0.2, -0.5, 0.4], [0.3, -0.1, -0.2], [0.1, 0.1, 0.1], [0.1, -0.1, -0.1], [0.1, -0.1, -0.1], [0.0, 0.0, 0.1], [0.1, 0.1, 0.2], [-0.1, 0.1, -0.1], [-0.2, 0.0, 0.0], [0.1, 0.0, 0.1], [0.0, 0.2, -0.4], [-0.3, 0.2, -0.1], [-0.2, -0.5, 0.3], [0.3, -0.1, -0.2], [0.3, 0.3, 0.4], [0.1, -0.1, -0.1], [0.1, -0.1, -0.1], [0.0, 0.0, 0.1], [0.1, 0.1, 0.2], [-0.2, 0.0, -0.1], [-0.2, 0.0, -0.1], [0.1, 0.0, 0.1], [0.0, 0.1, -0.4]], "smiles": "CCNc1c(COO)c(PP(=O)(O)O)c2nsnc2c1S.CC(C)O.CC(C)O", "e_tot_ev": -75062.2123, "lumo_energy_ha": -0.0597, "orbital_gap_ha": 0.233}

***

[4]
{"formula": "C11H18O2S", "method": "ωB97M-V/def2-TZVPD", "species": ["C", "C", "C", "C", "C", "C", "C", "C", "C", "C", "C", "O", "O", "S", "H", "H", "H", "H", "H", "H", "H", "H", "H", "H", "H", "H", "H", "H", "H", "H", "H", "H"], "coordinates": [[-0.04859, -1.21991, 1.40944], [0.78396, 0.99873, 0.93928], [0.77341, -0.54656, -0.87229], [-1.21732, -0.33115, 1.24595], [1.10227, -0.46492, 0.65191], [-0.66007, 0.87636, 0.50436], [-0.44856, 0.32170, -0.95561], [0.70627, -1.88631, -1.54109], [2.53259, -1.03225, 0.92421], [-1.37166, 2.19626, 0.68352], [-0.54370, 1.42926, -2.04139], [-3.84978, -0.57671, 0.40314], [-1.90414, -0.43326, -1.23074], [-2.54890, -1.06562, 0.05702], [0.15246, -1.36608, 2.46871], [-0.23222, -2.26264, 0.99038], [0.94059, 1.29764, 1.93281], [1.36435, 1.73998, 0.34072], [1.58573, -0.00947, -1.46751], [-1.61283, -0.09839, 2.21993], [-0.36546, -2.32848, -1.55375], [1.17830, -2.52432, -0.85180], [1.16714, -2.04857, -2.54055], [2.60598, -1.08349, 1.97868], [3.31192, -0.37494, 0.57738], [2.65196, -2.11149, 0.45151], [-0.92078, 3.01995, 0.08879], [-1.29099, 2.55130, 1.79454], [-2.44625, 2.19732, 0.28238], [-0.21510, 0.92982, -2.95522], [0.30376, 2.16571, -1.89989], [-1.48430, 2.04054, -2.03480]], "atomic_forces_ev_per_a": [[1.4, -2.0, -0.9], [0.8, -0.6, -1.4], [0.9, 1.2, -1.3], [-1.4, 0.9, -1.0], [1.5, -1.8, -0.6], [-0.1, 1.0, -0.7], [-4.1, 2.5, -0.1], [-2.4, -1.6, -0.4], [-1.6, -1.4, -1.2], [-1.5, 1.4, 0.3], [1.7, 0.1, 0.7], [-1.4, 1.6, 0.1], [2.7, 1.5, -0.2], [2.0, -2.6, 1.6], [0.4, 0.0, 0.0], [0.3, 1.1, 0.4], [-0.1, 0.2, 1.7], [-0.4, -0.7, 0.0], [-0.8, -0.1, 1.1], [-0.8, 0.2, 0.1], [1.6, 0.9, -0.3], [1.0, -1.3, 0.5], [-0.3, 0.6, 0.7], [0.4, -0.4, 1.2], [0.3, 0.2, -0.4], [-0.1, 2.3, 1.1], [0.2, -0.6, 0.4], [-0.5, -0.8, -2.0], [1.2, -0.2, 1.1], [-0.9, 0.3, -0.5], [-0.8, -0.7, 0.3], [0.8, -1.2, -0.3]], "e_tot_ev": -26627.4334, "lumo_energy_ha": 0.0232, "orbital_gap_ha": 0.332, "e_above_lowest_kj_mol": 212.2}

***

[5]
{"formula": "C3H2LaLiO3", "method": "ωB97M-V/def2-TZVPD", "species": ["C", "C", "O", "C", "O", "O", "Li", "H", "H", "La"], "coordinates": [[-1.35331, -0.64028, 1.00250], [-0.24926, -0.25674, 0.06462], [-0.76278, 0.39094, -1.09273], [0.00824, 1.27705, -1.75873], [1.11976, 1.55024, -1.25052], [-0.92022, -1.29955, 2.00840], [1.05025, 2.64069, -2.80190], [0.45203, 0.40292, 0.60451], [0.14244, -1.28273, -0.21513], [0.51286, -2.78254, 3.43898]], "atomic_forces_ev_per_a": [[3.0, -2.3, 3.8], [-0.8, 0.3, -1.7], [-0.5, -1.2, 0.8], [1.0, 1.2, -0.5], [-0.4, -0.4, 0.1], [-1.8, 1.3, -2.3], [-0.1, -0.2, 0.1], [0.1, -0.3, -0.1], [0.1, 1.1, 0.2], [-0.6, 0.5, -0.4]], "total_charge": 2, "e_tot_ev": -10328.2158, "lumo_energy_ha": [-0.3617, -0.3617], "orbital_gap_ha": [0.135, 0.133], "e_above_lowest_kj_mol": 200.5}